DFT (ωB97M-V with the def2-TZVPD basis set) results for the molecule CHN3O at a distorted geometry.

Calculated values
spin multiplicity = 1
HOMO level = -11.90 eV

Structure (XYZ):
```
6
CHN3O | the OMol25 dataset | ωB97M-V with the def2-TZVPD basis set
C 0.62289 0.34264 -0.03944
H 1.54183 0.85071 0.08309
N 0.48627 -1.02153 -0.03738
N -0.74488 -1.13786 0.02910
N -0.49764 0.96927 0.00733
O -1.40847 -0.00323 -0.04269
```

DFT (ωB97M-V with the def2-TZVPD basis set) results for the molecule C3H8S at a distorted geometry.

Calculated values
spin multiplicity = 1
HOMO level = -8.44 eV

Structure (XYZ):
```
12
C3H8S | the OMol25 dataset | ωB97M-V with the def2-TZVPD basis set
C 0.54967 -1.34803 -1.33930
C 0.27387 -0.60459 -0.01404
S 0.42266 1.17871 -0.19879
C -0.69406 1.68311 1.10002
H 0.07422 -2.32601 -1.31513
H 1.60951 -1.57099 -1.37868
H 0.22095 -0.72782 -2.16625
H 1.01646 -0.91192 0.72591
H -0.67004 -0.89943 0.44065
H -1.73568 1.48593 0.85844
H -0.42865 1.27218 2.07158
H -0.63891 2.76885 1.21560
```

Kohn-Sham gap: 12.271 9.571 (eV)
Relative energy (zero: lowest compared OMol25 entry of this formula, charge and spin): 388.9 20.2 (kJ/mol)